{
  "formula": "C18H28Cl2CoFN4O3Si2",
  "method": "the ωB97M-V functional and the def2-TZVPD basis",
  "species": ["Co", "C", "Si", "C", "C", "N", "C", "C", "C", "C", "C", "C", "F", "H", "H", "H", "H", "H", "H", "H", "H", "H", "H", "H", "H", "H", "N", "C", "C", "N", "C", "C", "N", "H", "H", "H", "H", "H", "Cl", "C", "Cl", "C", "O", "O", "H", "C", "Si", "C", "C", "O", "H", "H", "H", "H", "H", "H", "H", "H", "H"],
  "xyz": [[-0.273, -0.150, 0.232], [1.391, 0.683, -2.655], [2.429, -0.313, -1.468], [2.693, -2.020, -2.179], [4.113, 0.547, -1.425], [1.673, -0.322, 0.077], [2.313, -0.626, 1.242], [3.635, -1.119, 1.363], [4.233, -1.363, 2.591], [3.555, -1.147, 3.782], [2.241, -0.687, 3.714], [1.675, -0.455, 2.488], [0.378, -0.004, 2.461], [1.787, 0.569, -3.670], [1.410, 1.750, -2.410], [0.359, 0.328, -2.658], [3.488, -2.026, -2.931], [1.770, -2.376, -2.642], [2.959, -2.728, -1.389], [4.278, 1.060, -2.378], [4.940, -0.153, -1.282], [4.164, 1.293, -0.626], [4.188, -1.328, 0.458], [5.249, -1.742, 2.613], [4.022, -1.341, 4.739], [1.647, -0.515, 4.602], [-1.742, 4.194, -2.207], [-0.833, 3.662, -1.317], [-1.025, 2.369, -0.795], [-0.131, 1.830, 0.000], [0.962, 2.536, 0.320], [1.121, 3.808, -0.186], [0.235, 4.374, -1.010], [-2.680, 3.832, -2.172], [-1.667, 5.190, -2.329], [-1.905, 1.766, -0.995], [1.683, 2.079, 0.981], [1.995, 4.393, 0.072], [0.116, -4.841, -1.419], [-1.290, -3.754, -1.213], [-2.437, -4.431, -0.034], [-0.807, -2.348, -0.829], [-0.761, -1.527, -1.758], [-0.496, -2.142, 0.368], [-1.795, -3.708, -2.168], [-3.811, -1.216, 2.390], [-3.641, -0.152, 0.858], [-4.523, 1.483, 1.215], [-4.635, -0.987, -0.498], [-2.134, 0.107, 0.433], [-4.854, -1.487, 2.586], [-3.420, -0.697, 3.271], [-3.231, -2.137, 2.263], [-5.398, 1.342, 1.860], [-4.868, 1.959, 0.290], [-3.839, 2.174, 1.718], [-5.701, -1.023, -0.248], [-4.289, -2.014, -0.653], [-4.520, -0.450, -1.444]],
  "e_above_lowest_ev": 0.000,
  "largest_force_ev_per_a": 0.6,
  "s2": 0.757,
  "lumo_energy_ev": [2.72, 2.73],
  "multiplicity": 2,
  "e_homo_ha": [-0.15826, -0.15640],
  "charge": -1,
  "homo_lumo_gap_ev": [7.03, 6.98]
}

***

{
  "formula": "C18H28ClHgN3O3V",
  "method": "the ωB97M-V functional and the def2-TZVPD basis",
  "species": ["N", "C", "O", "Hg", "V", "N", "N", "C", "C", "C", "C", "C", "C", "C", "C", "H", "H", "H", "H", "H", "H", "H", "H", "H", "H", "H", "H", "H", "H", "H", "H", "H", "H", "C", "H", "H", "H", "C", "H", "H", "H", "Cl", "C", "C", "C", "C", "C", "C", "C", "O", "O", "H", "H", "H", "H"],
  "xyz": [[1.891, -0.326, 0.400], [2.889, -0.870, 0.561], [3.971, -1.222, 0.063], [2.558, -0.541, -2.147], [-0.039, 0.018, -0.068], [-0.537, -1.444, -1.206], [-0.314, 1.639, -0.978], [-0.429, -2.923, -0.926], [0.310, 3.033, -1.116], [0.746, -3.536, -1.699], [-1.710, -3.694, -1.259], [-0.146, -3.061, 0.559], [0.011, 3.672, -2.482], [-0.223, 3.954, -0.003], [1.818, 2.907, -0.967], [0.677, -3.359, -2.774], [0.816, -4.624, -1.547], [1.705, -3.125, -1.353], [-2.572, -3.232, -0.772], [-1.645, -4.728, -0.898], [-1.913, -3.741, -2.331], [0.731, -2.496, 0.877], [0.033, -4.108, 0.836], [-0.998, -2.707, 1.161], [0.317, 3.005, -3.293], [0.564, 4.612, -2.604], [-1.048, 3.903, -2.615], [-1.311, 4.034, -0.028], [0.186, 4.970, -0.090], [0.060, 3.565, 0.984], [2.091, 2.394, -0.036], [2.301, 3.899, -0.958], [2.248, 2.352, -1.803], [-1.706, 1.616, -1.408], [-2.110, 0.642, -1.146], [-2.352, 2.374, -0.933], [-1.846, 1.722, -2.508], [-1.127, -1.215, -2.564], [-2.229, -1.395, -2.606], [-0.984, -0.165, -2.829], [-0.683, -1.809, -3.373], [-1.030, 1.773, 8.528], [-0.743, 1.182, 6.988], [-0.073, -0.051, 6.798], [0.167, -0.532, 5.505], [-0.253, 0.184, 4.384], [-0.910, 1.398, 4.558], [-1.159, 1.899, 5.845], [0.096, -0.357, 2.932], [0.725, -1.391, 2.915], [-0.356, 0.358, 1.973], [0.255, -0.616, 7.668], [0.694, -1.489, 5.392], [-1.241, 1.979, 3.692], [-1.673, 2.849, 5.971]],
  "largest_force_ev_per_a": 9.9,
  "s2": 1.147,
  "lumo_energy_ev": [-9.77, -11.16],
  "multiplicity": 2,
  "e_homo_ha": [-0.48211, -0.47904],
  "charge": 2,
  "homo_lumo_gap_ev": [3.35, 1.87]
}

***

{
  "formula": "C18H28ClIInN3OP2",
  "method": "the ωB97M-V functional and the def2-TZVPD basis",
  "species": ["C", "C", "H", "H", "H", "O", "I", "In", "P", "C", "C", "H", "H", "H", "H", "H", "H", "C", "H", "H", "H", "P", "C", "C", "H", "H", "H", "C", "H", "H", "H", "H", "H", "H", "Cl", "N", "C", "C", "C", "C", "C", "C", "C", "N", "C", "C", "N", "C", "H", "H", "H", "H", "H", "H", "H"],
  "xyz": [[0.001, 0.857, -7.233], [-0.013, 0.516, -5.767], [0.022, 1.957, -7.286], [-0.892, 0.476, -7.748], [0.887, 0.443, -7.737], [0.014, 1.309, -4.846], [-0.102, -1.663, -5.246], [-0.031, -0.767, -2.434], [2.301, 0.049, -1.617], [2.703, 1.301, -0.342], [3.181, -1.451, -1.020], [4.214, -1.424, -1.398], [4.324, 0.256, -2.923], [2.659, -2.345, -1.389], [2.891, -0.052, -3.959], [2.119, 1.108, 0.568], [3.181, -1.467, 0.078], [3.268, 0.510, -3.095], [3.778, 1.267, -0.103], [3.150, 1.589, -3.276], [2.432, 2.297, -0.720], [-2.344, 0.059, -1.492], [-2.822, 1.366, -0.315], [-3.366, 0.359, -2.968], [-2.575, -2.323, -1.093], [-4.169, -1.480, -1.052], [-3.030, -1.368, 0.338], [-3.111, -1.427, -0.755], [-3.024, -0.282, -3.791], [-4.414, 0.125, -2.732], [-3.921, 1.418, -0.229], [-2.439, 2.336, -0.665], [-3.266, 1.413, -3.264], [-2.394, 1.163, 0.678], [-0.105, -3.136, -1.936], [-0.424, 1.870, 9.184], [-0.346, 1.404, 8.113], [-0.244, 0.840, 6.792], [-0.817, 1.526, 5.712], [-0.634, 1.057, 4.410], [0.051, -0.152, 4.215], [0.539, -0.899, 5.297], [0.418, -0.373, 6.582], [0.211, -0.632, 2.905], [0.648, -1.907, 2.526], [0.555, -1.967, 1.168], [0.144, -0.738, 0.685], [-0.051, 0.044, 1.739], [-1.391, 2.437, 5.887], [-1.028, 1.610, 3.552], [1.025, -1.862, 5.136], [0.848, -0.906, 7.423], [0.953, -2.641, 3.237], [0.771, -2.793, 0.502], [-0.335, 1.088, 1.706]],
  "e_above_lowest_ev": 0.269,
  "largest_force_ev_per_a": 3.2,
  "lumo_energy_ev": -7.52,
  "e_homo_ha": -0.49528,
  "charge": 2,
  "homo_lumo_gap_ev": 5.95
}

***

{
  "formula": "C18H28GaIOP2",
  "method": "the ωB97M-V functional and the def2-TZVPD basis",
  "species": ["C", "I", "H", "H", "H", "Ga", "P", "C", "C", "H", "H", "H", "H", "H", "H", "C", "H", "H", "H", "P", "C", "C", "H", "H", "H", "C", "H", "H", "H", "H", "H", "H", "C", "O", "C", "C", "C", "C", "C", "C", "C", "C", "C", "C", "H", "H", "H", "H", "H", "H", "H"],
  "xyz": [[0.030, -0.488, -2.965], [2.708, 0.391, -2.178], [-0.958, -0.917, -2.573], [0.371, -1.270, -3.637], [-0.099, 0.501, -3.513], [0.624, -0.023, -1.027], [1.259, -2.355, -0.442], [3.040, -2.684, -0.487], [0.745, -3.073, 1.144], [1.228, -4.045, 1.282], [1.126, -4.370, -1.581], [-0.341, -3.191, 1.182], [-0.350, -3.397, -1.920], [3.592, -2.024, 0.198], [1.062, -2.412, 1.960], [0.741, -3.384, -1.835], [3.115, -3.730, -0.154], [1.209, -3.047, -2.768], [3.454, -2.603, -1.506], [-0.504, 2.190, -1.311], [0.531, 3.658, -1.534], [-1.589, 2.301, -2.771], [-2.550, 1.997, -0.090], [-1.971, 3.690, -0.159], [-1.223, 2.545, 0.978], [-1.685, 2.651, -0.003], [-2.388, 1.565, -2.663], [-2.001, 3.329, -2.717], [-0.194, 4.477, -1.383], [0.934, 3.691, -2.566], [-1.055, 2.166, -3.728], [1.331, 3.726, -0.780], [4.044, 3.095, 0.450], [5.208, 3.170, 0.407], [-3.419, -0.849, 2.567], [-3.223, -1.047, 1.170], [-2.000, -0.767, 0.537], [-0.939, -0.214, 1.355], [0.375, 0.187, 0.866], [1.358, 0.669, 1.758], [1.108, 0.737, 3.147], [-0.149, 0.463, 3.645], [-1.154, -0.012, 2.771], [-2.413, -0.323, 3.352], [-4.403, -1.071, 3.051], [-4.040, -1.475, 0.568], [-1.840, -0.925, -0.543], [2.353, 1.065, 1.442], [1.903, 0.980, 3.865], [-0.449, 0.599, 4.684], [-2.515, -0.147, 4.453]],
  "e_above_lowest_ev": 3.163,
  "largest_force_ev_per_a": 5.1,
  "lumo_energy_ev": [-9.16, -9.92],
  "e_homo_ha": [-0.54143, -0.52147],
  "charge": 2,
  "homo_lumo_gap_ev": [5.57, 4.27]
}